[1]
Formula: C47H66P2PdSSiTe
Source: the Open Molecules 2025 dataset
Level of theory: wB97M-V/def2-TZVPD

Last column: Löwdin spin population.
CARTESIAN COORDINATES (ANGSTROEM)
Pd: 0.0136 0.1010 0.8170  0.0078
C: -2.7374 2.7604 1.8253  0.0078
Si: -2.1977 1.0238 1.1355  0.0429
C: -3.2401 -0.2680 2.1005  0.0076
C: -4.5265 0.0621 2.5033  0.0016
C: -5.3524 -0.8711 3.1062  0.0003
C: -4.8945 -2.1595 3.3160  0.0003
C: -3.5975 -2.4924 2.9680  -0.0004
C: -2.7625 -1.5533 2.3702  0.0009
P: -1.0163 -1.9052 1.9946  -0.0060
C: -0.8286 -3.6855 1.4102  -0.0021
C: -1.2988 -4.8640 2.2740  -0.0006
C: -0.6977 -6.1597 1.7310  -0.0002
C: 0.8195 -6.2001 1.9440  0.0002
C: 1.4012 -4.7833 1.9678  0.0019
C: 0.6444 -3.8834 0.9946  0.0008
C: -0.0273 -1.7148 3.5991  0.0022
C: 0.4121 -0.2533 3.8672  0.0031
C: -0.1938 0.3487 5.1333  0.0001
C: -1.6517 -0.0644 5.2539  -0.0001
C: -1.7286 -1.5611 5.5528  0.0001
C: -0.5983 -2.3488 4.8746  0.0000
C: -2.9911 0.9307 -0.6360  0.0031
C: -4.3652 0.7833 -0.7724  0.0009
C: -4.9833 0.8575 -2.0075  0.0002
C: -4.2297 1.1237 -3.1383  0.0001
C: -2.8583 1.2507 -3.0339  0.0006
C: -2.2294 1.1149 -1.7970  0.0012
P: -0.4212 1.1394 -1.5808  0.0206
C: 0.1353 2.8615 -2.0606  0.0005
C: 0.1721 3.1863 -3.5547  0.0006
C: 0.3561 4.6951 -3.7022  0.0002
C: -0.8953 5.4462 -3.2230  0.0000
C: -1.6830 4.6177 -2.2041  0.0000
C: -0.7185 3.8806 -1.2802  -0.0003
C: 0.4452 -0.0928 -2.6901  0.0036
C: 0.2154 -1.4845 -2.0789  0.0112
C: -1.1225 -2.0676 -2.5186  0.0014
C: -1.2151 -2.1955 -4.0491  0.0006
C: -0.0564 -1.4864 -4.7469  0.0004
C: 0.1276 -0.0755 -4.1955  0.0008
H: -3.5446 3.1494 1.2135  0.0009
H: -1.9425 3.4985 1.8414  0.0001
H: -3.0970 2.6465 2.8417  0.0001
H: -4.8901 1.0685 2.3567  0.0002
H: -6.3487 -0.5938 3.4144  0.0000
H: -5.5324 -2.9009 3.7728  0.0000
H: -3.2340 -3.4809 3.1867  0.0000
H: -1.4429 -3.6733 0.4963  0.0000
H: -2.3844 -4.9479 2.2340  0.0000
H: -0.9904 -4.7511 3.3123  0.0000
H: -0.9349 -6.2372 0.6689  0.0000
H: -1.1691 -7.0065 2.2311  0.0000
H: 1.2826 -6.7747 1.1408  0.0000
H: 1.0540 -6.7021 2.8840  0.0000
H: 2.4577 -4.8093 1.6972  0.0006
H: 1.3379 -4.3757 2.9782  0.0003
H: 0.6931 -4.3389 0.0047  0.0001
H: 1.1478 -2.9120 0.9266  0.0031
H: 0.8762 -2.2811 3.3262  0.0029
H: 0.1126 0.3982 3.0050  0.0025
H: 1.5025 -0.2114 3.9529  0.0007
H: -0.1004 1.4355 5.1005  0.0000
H: 0.3507 0.0060 6.0149  0.0001
H: -2.1635 0.1567 4.3133  0.0000
H: -2.1523 0.5012 6.0410  0.0000
H: -2.7035 -1.9388 5.2458  0.0000
H: -1.6439 -1.7181 6.6290  0.0000
H: -0.9330 -3.3683 4.6878  0.0000
H: 0.2440 -2.4243 5.5686  0.0000
H: -4.9675 0.5992 0.1037  0.0001
H: -6.0520 0.7283 -2.0899  0.0000
H: -4.7041 1.2272 -4.1029  0.0000
H: -2.2960 1.4680 -3.9282  0.0000
H: 1.1758 2.9122 -1.6937  -0.0012
H: -0.7518 2.8958 -4.0505  0.0000
H: 0.9990 2.6584 -4.0309  0.0000
H: 0.5673 4.9443 -4.7420  0.0001
H: 1.2245 4.9955 -3.1126  0.0000
H: -1.5409 5.6868 -4.0682  0.0000
H: -0.5947 6.3907 -2.7670  0.0000
H: -2.3320 3.9006 -2.7082  0.0000
H: -2.3305 5.2706 -1.6178  0.0000
H: -1.2765 3.3723 -0.4868  -0.0002
H: -0.0717 4.6210 -0.8034  -0.0001
H: 1.4987 0.1836 -2.5302  0.0001
H: 0.2166 -1.4060 -0.9689  0.0087
H: 1.0327 -2.1500 -2.3610  0.0000
H: -1.9188 -1.4213 -2.1390  0.0000
H: -1.2579 -3.0423 -2.0499  0.0000
H: -2.1597 -1.7710 -4.3930  0.0001
H: -1.2106 -3.2443 -4.3461  0.0000
H: -0.2652 -1.4257 -5.8157  0.0001
H: 0.8633 -2.0597 -4.6286  0.0000
H: -0.7941 0.4656 -4.3873  0.0001
H: 0.9249 0.4310 -4.7424  0.0000
S: 2.9909 -1.2240 1.8285  0.3457
C: 2.1520 -0.4694 0.5819  0.3656
C: 7.8444 2.7839 -2.8400  -0.0002
C: 6.6466 2.4351 -2.0198  -0.0009
C: 6.2297 3.2365 -0.9625  0.0016
C: 5.1074 2.9328 -0.2122  0.0053
C: 4.7351 3.8211 0.9349  0.0078
C: 4.3663 1.7855 -0.5325  0.0191
Te: 2.4231 1.5960 0.5208  0.1151
C: 4.7888 0.9405 -1.5662  0.0001
C: 4.1037 -0.3293 -1.9699  0.0000
C: 5.9177 1.2887 -2.2948  0.0000
H: 8.3936 3.6139 -2.4018  0.0000
H: 7.5313 3.0635 -3.8468  -0.0001
H: 8.5138 1.9303 -2.9307  0.0000
H: 6.8045 4.1170 -0.7179  0.0005
H: 5.4855 4.5944 1.0696  0.0006
H: 4.6673 3.2462 1.8595  0.0028
H: 3.7732 4.3083 0.7609  0.0020
H: 3.3709 -0.6556 -1.2322  0.0015
H: 4.8435 -1.1197 -2.0914  -0.0001
H: 3.6198 -0.1912 -2.9378  -0.0001
H: 6.2371 0.6367 -3.0947  0.0000

Results
Total energy   -97867.810 eV
2S+1   2
Orbital gap (alpha / beta)   5.644 / 4.886 eV
Net charge   +1
Maximum force   5.13 eV/Å
HOMO (alpha / beta)   -9.792 / -9.649 eV



[2]
Formula: C47H71N12O2P2S
Source: the Open Molecules 2025 dataset
Level of theory: wB97M-V/def2-TZVPD

Last column: Mulliken charge in e.
CARTESIAN COORDINATES (ANGSTROEM)
C: 4.3497 -1.2442 0.2694  -0.9337
C: 3.6853 0.1402 0.2314  -0.8906
C: 2.1472 0.1820 0.0637  -0.3351
C: 1.3539 -0.9429 0.7618  -1.5736
C: 0.7505 -2.0638 -0.1505  2.4282
P: -0.9859 -1.5531 -0.7204  -0.0267
C: -2.1477 -1.8994 0.6767  -1.4611
C: -0.9921 0.2868 -0.8359  1.0772
C: -2.3749 0.8231 -1.2244  -1.4449
C: 0.6916 -3.3804 0.6568  -1.2769
N: 1.1311 -4.5686 -0.1451  -0.3558
C: 0.5697 -4.4571 -1.4150  0.0976
N: -0.3497 -5.2845 -1.7457  -0.1130
N: 0.9600 -3.4222 -2.2568  0.4739
P: 2.0088 -3.9955 -3.5197  1.0367
O: 2.3215 -2.6928 -4.4071  -0.4409
O: 3.4557 -4.4420 -2.9490  -0.5145
S: 1.2348 -5.4292 -4.5444  -0.5718
C: 1.5676 -2.3101 -1.4231  -3.0439
H: 4.4452 -1.6857 -0.7224  0.0515
H: 5.3755 -1.1103 0.6119  0.4843
H: 3.8891 -1.9458 0.9646  0.2600
H: 4.1091 0.6484 -0.6347  0.3467
H: 4.0214 0.7034 1.0993  0.4069
H: 1.8155 1.1148 0.5213  -0.0062
H: 1.8942 0.2919 -0.9868  0.5282
H: 0.5041 -0.4677 1.2482  0.0912
H: 1.9387 -1.3550 1.5815  1.0270
H: -3.1376 -1.6080 0.3415  0.5207
H: -2.1880 -2.9786 0.8053  0.5773
H: -1.8800 -1.4275 1.6222  0.3356
H: -0.2068 0.6679 -1.4840  0.4680
H: -0.7724 0.7025 0.1555  -0.7716
H: -2.5371 0.6726 -2.2891  0.3490
H: -2.4622 1.8678 -0.9433  0.2712
H: -3.1600 0.3077 -0.6744  0.2235
H: 1.3267 -3.3665 1.5377  0.4903
H: -0.3050 -3.6211 1.0161  0.2515
H: 2.1431 -4.5879 -0.1961  0.3836
H: -0.7908 -5.2951 -2.6608  0.2741
H: -0.6451 -5.9637 -1.0532  0.3340
H: 2.8432 -2.0608 -3.8783  0.3304
H: 3.5522 -4.3866 -1.9864  0.3516
H: 1.5968 -1.4433 -2.0750  0.9728
H: 2.5904 -2.5998 -1.1711  0.2760
N: -1.4214 3.8140 3.0768  0.0799
C: -1.5154 5.0677 2.5312  -0.7743
C: -0.8762 5.0437 1.3205  -1.3006
C: -0.3865 3.7242 1.1269  -0.1118
C: -0.7347 2.9872 2.2269  -0.5984
H: -1.7922 3.5483 3.9710  0.3403
H: -2.0261 5.8628 3.0474  0.5693
H: -0.7759 5.8776 0.6466  0.4795
H: 0.1609 3.3585 0.2729  0.5855
H: -0.5580 1.9526 2.4786  0.7206
N: 2.3282 -0.7038 4.5943  0.0523
C: 1.6456 -1.4006 5.5560  -0.8581
C: 0.5256 -0.6805 5.8793  -0.7857
C: 0.5332 0.4954 5.0828  -0.1129
C: 1.6553 0.4514 4.2989  -0.8735
H: 3.1930 -0.9929 4.1756  0.2243
H: 2.0146 -2.3423 5.9263  0.4857
H: -0.2159 -0.9635 6.6086  0.6831
H: -0.2006 1.2843 5.0877  0.6273
H: 2.0325 1.1419 3.5623  0.5680
N: -1.8640 0.1781 -5.2780  0.1077
C: -2.6358 -0.2869 -6.3097  -0.4682
C: -3.3022 0.7814 -6.8473  -0.6427
C: -2.9166 1.9359 -6.1156  -0.3648
C: -2.0282 1.5342 -5.1552  -0.4427
H: -1.2704 -0.3880 -4.7021  0.1584
H: -2.6435 -1.3314 -6.5706  0.3809
H: -3.9904 0.7404 -7.6747  0.3952
H: -3.2540 2.9457 -6.2749  0.4811
H: -1.5027 2.0937 -4.3995  0.4241
N: 5.1464 -2.8408 -5.9507  0.1227
C: 5.5107 -3.0000 -7.2599  -0.4773
C: 6.6979 -2.3439 -7.4475  -0.5207
C: 7.0683 -1.7685 -6.2038  -0.6196
C: 6.0938 -2.0938 -5.2990  -0.2636
H: 4.3111 -3.1949 -5.5296  0.2040
H: 4.8968 -3.5640 -7.9417  0.4247
H: 7.2423 -2.2841 -8.3745  0.3985
H: 7.9496 -1.1849 -5.9974  0.3925
H: 5.9945 -1.8594 -4.2515  0.3338
N: -2.7522 6.9407 5.7379  0.0633
C: -1.4120 7.2168 5.6370  -0.2438
C: -1.1924 8.4335 6.2242  -0.5947
C: -2.4435 8.9084 6.6996  -0.3923
C: -3.3856 7.9667 6.3868  -0.5171
H: -3.2044 6.1160 5.3912  0.1582
H: -0.7351 6.5287 5.1591  0.3818
H: -0.2396 8.9288 6.3053  0.3967
H: -2.6298 9.8363 7.2133  0.3967
H: -4.4462 7.9375 6.5684  0.3739
N: 2.0501 -6.6568 -7.8432  0.1103
C: 1.2508 -6.8210 -8.9422  -0.4157
C: 2.0126 -7.3777 -9.9346  -0.5274
C: 3.3214 -7.5589 -9.4136  -0.5351
C: 3.3131 -7.1066 -8.1210  -0.3785
H: 1.7583 -6.2652 -6.9669  0.1980
H: 0.2149 -6.5286 -8.9239  0.3464
H: 1.6702 -7.6279 -10.9245  0.3912
H: 4.1710 -7.9744 -9.9288  0.3998
H: 4.0926 -7.0662 -7.3790  0.3917
N: 1.3630 -0.3770 9.5048  0.0740
C: 0.4262 0.6186 9.4492  -0.2201
C: 0.2354 1.0867 10.7221  -0.5805
C: 1.0934 0.3468 11.5782  -0.3758
C: 1.7770 -0.5472 10.7980  -0.5655
H: 1.6947 -0.9014 8.7163  0.1863
H: -0.0206 0.9059 8.5128  0.3442
H: -0.4427 1.8732 11.0081  0.3900
H: 1.1971 0.4588 12.6442  0.3907
H: 2.5185 -1.2856 11.0505  0.3679
N: -3.8384 1.7157 3.4232  0.2367
C: -4.6770 1.9519 4.4791  -0.4203
C: -5.7771 1.1496 4.3304  -0.6761
C: -5.5942 0.3973 3.1407  -0.6787
C: -4.3884 0.7671 2.6051  -0.2920
H: -2.9540 2.1657 3.2660  0.1977
H: -4.4221 2.6671 5.2435  0.4007
H: -6.6193 1.1066 4.9999  0.4109
H: -6.2711 -0.3307 2.7258  0.4213
H: -3.8770 0.4413 1.7147  0.3869
N: -4.4366 3.8880 -1.7799  0.0750
C: -5.4188 3.4402 -2.6210  -0.6107
C: -5.1878 3.9797 -3.8572  -0.3850
C: -4.0205 4.7829 -3.7582  -0.4819
C: -3.5796 4.7067 -2.4638  -0.5039
H: -4.3567 3.6518 -0.8079  0.1932
H: -6.1900 2.7761 -2.2700  0.3959
H: -5.7859 3.8129 -4.7372  0.4389
H: -3.5554 5.3490 -4.5481  0.4504
H: -2.7331 5.1577 -1.9740  0.4435

Results
Total energy   -101272.524 eV
2S+1   1
Orbital gap   5.333 eV
Net charge   +1
Maximum force   2.65 eV/Å
HOMO   -9.596 eV